Below is a single H7N5 molecule in a non-equilibrium geometry, with properties calculated with ωB97M-V/def2-TZVPD.

Structure (ORCA input):
```
! RIJCOSX wB97M-V def2-TZVPD def2/J DEFGRID3
* xyz 0 1
N 0.76130 -0.15475 -0.84716
N 0.23510 0.37711 0.31459
N -1.22671 0.35073 -0.29725
N 2.27564 -0.14278 -0.14853
N -2.28998 0.12345 0.59712
H 0.49529 -1.14306 -0.95188
H 0.24475 -0.31191 1.07144
H -1.37515 1.17104 -0.88890
H -2.46644 -0.87289 0.71035
H 2.82670 -0.71855 -0.78943
H 2.59203 0.81792 -0.28672
H -2.07254 0.50370 1.51637
*
```

The SMILES is NNNNN. For the LUMO energy, the calculation gives 1.20 eV. The calculation puts the gap between HOMO and LUMO at 9.63 eV.

***

Below is a single C18H32N2O2 molecule, with properties calculated with ωB97M-V/def2-TZVPD.

Structure (ORCA input):
```
! RIJCOSX wB97M-V def2-TZVPD def2/J DEFGRID3
* xyz 0 1
O 0.21709 1.54578 2.07623
C 0.77655 1.47941 1.00141
N 2.11382 1.28863 0.89439
H 2.57153 1.40594 0.00365
C 2.99200 1.31548 2.03732
H 2.36247 1.33754 2.92922
C 3.89663 2.55774 1.98898
H 3.25903 3.45109 1.99469
C 4.92720 2.57445 3.12479
H 5.13673 3.60034 3.42802
C 6.15798 1.95769 2.46268
H 6.09672 0.86925 2.48012
C 6.01980 2.47549 1.03325
H 6.45831 3.47948 0.94163
O 4.63065 2.54541 0.76609
H 6.47734 1.82297 0.28610
H 7.09182 2.26673 2.92554
H 4.58235 2.01450 3.99060
H 3.61030 0.41168 2.04136
C 0.07080 1.58089 -0.34984
C -1.42034 1.87833 -0.18516
C -2.17486 0.67207 0.36766
N -1.98363 -0.48750 -0.48827
C -0.57712 -0.83770 -0.52253
C 0.22223 0.29170 -1.16385
H 1.26983 -0.00310 -1.24630
H -0.16805 0.46462 -2.16868
H -0.45392 -1.74633 -1.11511
H -0.18612 -1.03487 0.49385
C -2.82515 -1.60591 -0.10054
C -3.07258 -2.57319 -1.26340
C -3.97567 -3.72554 -0.82389
C -4.22410 -4.68707 -1.98275
C -4.84716 -3.95207 -3.16570
C -3.95195 -2.79766 -3.60651
C -3.70781 -1.84079 -2.44430
H -3.05369 -1.02366 -2.74949
H -4.65821 -1.40709 -2.12542
H -4.41705 -2.26324 -4.43778
H -2.99659 -3.19509 -3.95787
H -5.00040 -4.64562 -3.99561
H -5.82381 -3.55987 -2.87267
H -4.88209 -5.49642 -1.65835
H -3.27560 -5.13221 -2.29307
H -3.51602 -4.26060 0.01066
H -4.93004 -3.32282 -0.47607
H -2.11713 -2.99548 -1.59141
H -2.39788 -2.15748 0.75636
H -3.79096 -1.20371 0.21682
H -3.24240 0.90557 0.39545
H -1.83565 0.47688 1.39709
H -1.55574 2.71975 0.49539
H -1.83592 2.14137 -1.15957
H 0.54604 2.40800 -0.89227
*
```

The SMILES is O=C(NC[C@H]1CCCO1)C1CCN(CC2CCCCC2)CC1. For the LUMO energy, the calculation gives 0.82 eV. The calculation puts the gap between HOMO and LUMO at 9.09 eV.

***

Below is a single C3H7NO2S molecule in a non-equilibrium geometry, with properties calculated with ωB97M-V/def2-TZVPD.

Structure (ORCA input):
```
! RIJCOSX wB97M-V def2-TZVPD def2/J DEFGRID3
* xyz 0 1
C 0.45744 0.41605 0.38981
C 1.25412 -0.85635 0.44610
S 3.01830 -0.25942 0.13782
N -0.98323 0.16596 0.35072
C -1.73871 0.60880 -0.67083
O -3.04846 0.29584 -0.60707
O -1.31614 1.33462 -1.55758
H 0.68826 1.22706 1.08928
H 0.64171 0.92728 -0.56260
H 1.07825 -1.44602 -0.44960
H 1.17029 -1.52100 1.30536
H 3.56890 -1.48906 0.14010
H -1.33316 -0.43949 1.07578
H -3.45757 1.03573 -1.08730
*
```

The SMILES is O=C(O)NCCS. For the LUMO energy, the calculation gives 0.69 eV. The calculation puts the gap between HOMO and LUMO at 10.01 eV.

***

Below is C4H5O2Sm as an isolated structure in a non-equilibrium geometry, with properties calculated with ωB97M-V/def2-TZVPD.

Structure (ORCA input):
```
! RIJCOSX wB97M-V def2-TZVPD def2/J DEFGRID3
* xyz 1 7
H -1.30081 -4.09858 1.68147
O -1.12847 -3.17920 1.46590
Sm 0.05795 -2.40797 -0.38666
O -6.17678 -0.14456 -0.76989
C -5.14248 -0.69712 -0.48198
C -4.29231 -0.31022 0.70641
C -3.24926 -1.30891 1.02439
C -3.01418 -2.22589 1.85781
H -4.74470 -1.52359 -1.11318
H -4.94588 -0.09356 1.56528
H -3.80058 0.63949 0.42508
H -3.42717 -3.01244 2.48273
*
```

For the LUMO energy (spin up / spin down), the calculation gives -5.67 / -5.54 eV. As for the expectation value of S²: 12.01. The calculation puts the gap between HOMO and LUMO (spin up / spin down) at 6.08 / 6.23 eV.

***

no.,calculated total energy (eV)
1,-7558.9630
2,-26261.5930
3,-19645.2231
4,-26216.8592